1.
Below is C40H32BrIN8O3SSn as an isolated structure, with properties calculated with the ωB97M-V functional and the def2-TZVPD basis.

Each line ends with the Mulliken charge.
CARTESIAN COORDINATES (ANGSTROEM)
Sn: -0.080 0.541 -1.443  1.301
C: 3.246 -0.176 -4.926  -1.018
C: 2.081 0.203 -4.251  0.179
N: 2.053 0.638 -2.995  0.619
C: 3.207 0.729 -2.341  0.863
C: 4.442 0.382 -2.933  0.756
C: 4.439 -0.096 -4.262  -0.811
C: 5.619 0.533 -2.192  -0.439
C: 5.636 1.074 -0.897  -1.391
C: 4.467 1.435 -0.300  -0.476
C: 3.195 1.221 -0.955  -0.272
N: 2.043 1.479 -0.429  0.200
C: 1.852 1.764 0.909  0.210
C: 2.526 1.118 1.930  0.149
C: 2.229 1.425 3.269  -1.441
C: 1.289 2.377 3.566  -0.790
C: 0.551 3.021 2.541  1.527
C: -0.447 3.992 2.791  -0.903
C: -1.144 4.512 1.738  -0.772
C: -0.865 4.040 0.437  -0.280
N: 0.075 3.167 0.160  -0.168
C: 0.795 2.680 1.199  -0.360
H: 3.179 -0.526 -5.946  0.467
H: 1.120 0.139 -4.748  0.047
H: 5.370 -0.385 -4.733  0.470
H: 6.564 0.270 -2.656  0.494
H: 6.585 1.242 -0.409  0.471
H: 4.469 1.949 0.651  0.707
H: 3.233 0.332 1.693  0.683
H: 2.753 0.908 4.062  0.441
H: 1.082 2.633 4.598  0.494
H: -0.643 4.310 3.808  0.501
H: -1.909 5.262 1.880  0.438
H: -1.455 4.401 -0.400  0.461
C: -2.544 -3.288 0.435  -0.942
N: -3.585 -2.318 0.735  0.570
C: -4.512 -2.455 1.756  -0.244
C: -5.365 -1.417 1.668  -0.786
N: -4.938 -0.654 0.596  0.200
C: -3.855 -1.211 0.007  -0.494
S: -3.072 -0.634 -1.378  -0.252
H: -2.067 -3.598 1.363  0.367
H: -1.817 -2.821 -0.225  0.122
H: -2.977 -4.155 -0.061  0.369
H: -4.460 -3.268 2.459  0.505
H: -6.225 -1.158 2.260  0.454
H: -5.388 0.158 0.212  0.234
I: -1.693 -0.542 -4.675  0.117
C: -1.671 1.553 -4.721  0.144
C: -2.372 2.216 -5.719  -0.585
C: -2.320 3.600 -5.725  -0.301
C: -1.577 4.255 -4.752  -0.875
C: -0.920 3.493 -3.805  -0.304
N: -0.969 2.157 -3.783  0.127
H: -2.932 1.665 -6.460  0.443
H: -2.852 4.158 -6.484  0.409
H: -1.505 5.333 -4.729  0.431
H: -0.325 3.956 -3.023  0.546
N: -3.555 -0.353 5.406  -0.346
C: -2.986 -1.228 4.548  -0.004
O: -3.063 -2.434 4.664  -0.599
C: -2.238 -0.642 3.374  0.842
C: -2.588 0.541 2.734  -1.114
C: -1.900 0.909 1.590  -1.020
N: -0.907 0.186 1.073  1.608
C: -0.562 -0.940 1.702  -0.016
C: -1.195 -1.388 2.846  -0.704
H: -4.036 -0.724 6.209  0.273
H: -3.359 0.630 5.371  0.182
H: -3.412 1.154 3.076  0.517
H: -2.179 1.805 1.045  0.331
H: 0.221 -1.523 1.247  -0.575
H: -0.908 -2.323 3.309  0.663
Br: 1.245 -7.233 2.222  -0.140
C: 1.530 -5.577 1.369  -0.119
C: 1.866 -4.466 2.129  -0.603
C: 2.073 -3.248 1.500  -0.298
C: 1.934 -3.135 0.122  -0.001
C: 1.606 -4.258 -0.629  -0.245
C: 1.405 -5.482 -0.009  -0.635
C: 2.129 -1.813 -0.569  0.312
O: 3.260 -1.380 -0.776  -0.536
O: 1.028 -1.217 -0.926  -0.266
H: 1.974 -4.558 3.201  0.520
H: 2.346 -2.385 2.098  0.404
H: 1.501 -4.182 -1.704  0.478
H: 1.155 -6.357 -0.592  0.476

Forces on atoms 1 to 2 (eV/Å):
Sn -0.480 -0.057 0.130
C -0.009 -0.016 -0.023

For the total energy, the calculation gives -5691.04380 Ha. The total charge is +2. The energy above the lowest of the compared OMol25 structures with the same formula, charge and spin comes out at 67.49 kcal/mol. The lowest unoccupied orbital energy is -8.38 eV. The highest occupied orbital energy is -11.9 eV.

***

2.
Below is C40H32BrN5O3PSSn as an isolated structure, with properties calculated with the ωB97M-V functional and the def2-TZVPD basis.

Each line ends with the Mulliken charge.
CARTESIAN COORDINATES (ANGSTROEM)
Sn: 0.485 -0.059 0.437  2.475
C: -2.617 2.824 -1.098  -2.305
C: -1.647 1.724 -0.844  0.852
N: -0.806 1.718 0.124  1.231
N: -0.752 2.761 0.980  -1.685
C: 0.050 2.588 2.004  0.942
N: 0.190 3.629 2.836  -0.412
S: 0.919 1.138 2.491  -0.723
C: -1.598 0.540 -1.739  0.772
C: -2.416 0.406 -2.849  -0.822
C: -2.290 -0.727 -3.641  -0.592
C: -1.355 -1.691 -3.309  -0.855
C: -0.570 -1.490 -2.186  -0.370
N: -0.700 -0.406 -1.433  0.141
H: -2.613 3.521 -0.265  0.372
H: -3.622 2.422 -1.233  0.459
H: -2.348 3.368 -2.006  0.512
H: -0.162 4.522 2.530  0.254
H: 0.897 3.607 3.550  0.243
H: -3.130 1.178 -3.097  0.524
H: -2.914 -0.847 -4.516  0.471
H: -1.223 -2.581 -3.907  0.486
H: 0.181 -2.203 -1.866  0.511
O: -1.450 -0.772 1.171  0.777
P: -2.036 -1.289 2.474  0.601
C: -2.703 0.065 3.442  0.668
C: -3.026 -0.079 4.789  -0.179
C: -3.606 0.975 5.475  -0.771
C: -3.860 2.174 4.822  -0.608
C: -3.539 2.320 3.480  -0.674
C: -2.964 1.266 2.789  -0.466
C: -0.867 -2.193 3.480  0.668
C: -0.041 -1.524 4.380  -0.584
C: 0.936 -2.222 5.073  -1.151
C: 1.084 -3.587 4.876  -0.475
C: 0.265 -4.259 3.978  -0.752
C: -0.703 -3.564 3.274  -0.657
C: -3.411 -2.371 2.074  0.216
C: -3.931 -2.328 0.783  -0.294
C: -5.042 -3.090 0.459  -0.766
C: -5.636 -3.893 1.421  -0.574
C: -5.119 -3.940 2.709  -0.761
C: -4.008 -3.181 3.037  -0.175
H: -2.826 -1.009 5.306  0.366
H: -3.856 0.863 6.521  0.437
H: -4.308 2.996 5.363  0.413
H: -3.734 3.254 2.971  0.462
H: -2.707 1.379 1.744  0.421
H: -0.150 -0.457 4.531  0.668
H: 1.578 -1.700 5.769  0.471
H: 1.843 -4.132 5.421  0.442
H: 0.396 -5.320 3.814  0.425
H: -1.329 -4.086 2.562  0.473
H: -3.455 -1.703 0.037  0.181
H: -5.447 -3.058 -0.544  0.459
H: -6.504 -4.487 1.168  0.404
H: -5.581 -4.569 3.457  0.431
H: -3.606 -3.224 4.042  0.364
C: 1.174 -2.001 0.598  -2.425
C: 1.648 -3.105 0.737  0.601
C: 2.214 -4.407 0.925  0.537
C: 1.603 -5.528 0.361  -0.336
C: 2.135 -6.789 0.576  -0.627
C: 3.276 -6.939 1.352  -0.452
C: 3.890 -5.825 1.909  -0.648
C: 3.364 -4.562 1.698  -0.323
H: 0.712 -5.403 -0.240  0.456
H: 1.661 -7.655 0.135  0.414
H: 3.691 -7.924 1.516  0.428
H: 4.785 -5.941 2.505  0.415
H: 3.835 -3.689 2.129  0.498
Br: 6.114 -0.380 -4.247  -0.171
C: 5.407 0.967 -3.131  -0.100
C: 6.075 2.179 -3.003  -0.130
N: 5.630 3.166 -2.236  -0.608
C: 4.492 2.978 -1.579  -0.312
C: 3.761 1.797 -1.643  0.070
C: 4.234 0.759 -2.435  -0.215
C: 2.493 1.681 -0.866  0.579
O: 1.943 2.638 -0.361  -0.633
O: 2.011 0.456 -0.816  -0.331
H: 7.000 2.351 -3.539  0.375
H: 4.133 3.796 -0.967  0.480
H: 3.699 -0.178 -2.497  0.513

Forces on atoms 1 to 2 (eV/Å):
Sn -0.176 -0.179 -0.213
C -0.027 0.033 0.018

For the total energy, the calculation gives -5570.74278 Ha. The total charge is +1. The energy above the lowest of the compared OMol25 structures with the same formula, charge and spin comes out at 0.66 kcal/mol. The lowest unoccupied orbital energy is -3.37 eV. The highest occupied orbital energy is -11.0 eV.

***

3.
Below is C40H32N8O7SY as an isolated structure, with properties calculated with the ωB97M-V functional and the def2-TZVPD basis.

Each line ends with the Mulliken charge.
CARTESIAN COORDINATES (ANGSTROEM)
Y: 0.536 -0.283 0.882  0.522
O: -0.196 0.898 7.788  -0.676
C: 0.198 -0.147 7.298  0.321
O: 0.456 -1.270 7.691  -0.680
C: 0.481 0.014 5.717  -0.582
C: -0.079 1.058 4.999  -0.982
C: 0.237 1.177 3.649  1.285
N: 1.051 0.301 3.044  -0.123
C: 1.604 -0.705 3.740  0.685
C: 1.343 -0.874 5.095  -0.662
C: 2.516 -1.554 2.948  0.916
C: 3.168 -2.670 3.467  -0.476
C: 4.025 -3.385 2.645  -0.831
C: 4.252 -2.933 1.353  -0.642
C: 3.569 -1.811 0.915  -0.284
N: 2.684 -1.161 1.666  -0.032
C: -0.242 2.263 2.774  0.164
C: -0.750 3.449 3.304  -1.058
C: -1.114 4.477 2.452  -0.851
C: -0.958 4.291 1.086  -0.834
C: -0.430 3.091 0.644  0.543
N: -0.077 2.089 1.447  0.337
H: -0.754 1.719 5.516  0.551
H: 1.746 -1.675 5.696  0.604
H: 3.006 -2.980 4.488  0.479
H: 4.537 -4.259 3.018  0.479
H: 4.925 -3.439 0.682  0.502
H: 3.732 -1.407 -0.078  0.534
H: -0.818 3.572 4.373  0.473
H: -1.475 5.414 2.848  0.483
H: -1.219 5.064 0.381  0.586
H: -0.255 2.939 -0.414  -0.019
O: 3.899 -4.684 -1.385  -0.436
C: 2.981 -5.735 -1.250  -0.472
N: 1.950 -5.668 -2.248  -0.083
C: 0.751 -5.035 -2.187  -0.054
O: 0.025 -4.966 -3.151  -0.623
C: 0.339 -4.450 -0.866  0.275
C: -0.870 -4.854 -0.300  -0.764
C: -1.243 -4.320 0.921  -0.848
C: -0.451 -3.330 1.488  -0.575
N: 0.638 -2.840 0.889  1.046
C: 1.039 -3.427 -0.244  -0.671
H: 4.394 -4.793 -2.208  0.280
H: 2.539 -5.634 -0.256  0.363
H: 3.485 -6.709 -1.323  0.422
H: 2.165 -6.040 -3.166  0.275
H: -1.480 -5.590 -0.805  0.531
H: -2.150 -4.623 1.415  0.485
H: -0.696 -2.914 2.460  0.461
H: 1.979 -3.071 -0.652  0.919
C: -4.630 4.504 -0.601  -1.470
C: -4.103 3.142 -0.284  0.935
C: -4.507 2.449 0.855  -0.872
C: -3.990 1.197 1.150  -0.878
C: -3.055 0.638 0.299  -0.028
C: -2.653 1.301 -0.847  -0.457
C: -3.182 2.543 -1.140  -0.663
S: -2.215 -0.869 0.737  1.582
O: -1.185 -1.057 -0.332  -0.437
O: -3.109 -1.965 0.914  -0.668
O: -1.419 -0.522 1.953  -0.427
H: -5.409 4.792 0.096  0.391
H: -5.031 4.534 -1.612  0.371
H: -3.829 5.240 -0.549  0.276
H: -5.233 2.891 1.521  0.390
H: -4.297 0.647 2.027  0.536
H: -1.940 0.816 -1.500  0.527
H: -2.883 3.058 -2.043  0.610
N: -0.484 5.922 -7.991  -0.443
C: -0.323 5.105 -7.206  -0.033
C: -0.089 4.098 -6.236  0.516
C: 0.342 2.832 -6.636  -0.953
C: 0.620 1.869 -5.685  -0.522
C: 0.466 2.162 -4.333  0.825
C: 0.023 3.421 -3.935  0.201
C: -0.257 4.386 -4.882  -1.213
N: 0.722 1.173 -3.362  0.370
C: 0.495 -0.169 -3.501  -0.844
C: 0.785 -0.741 -2.303  -0.534
N: 1.185 0.228 -1.413  -0.034
C: 1.149 1.363 -2.097  -0.885
H: 0.456 2.613 -7.686  0.485
H: 0.978 0.899 -5.992  0.495
H: -0.111 3.640 -2.886  0.339
H: -0.606 5.362 -4.579  0.458
H: 0.113 -0.610 -4.396  0.518
H: 0.707 -1.778 -2.039  0.442
H: 1.510 2.308 -1.731  0.827

Forces on atoms 1 to 2 (eV/Å):
Y 1.490 0.156 0.041
O -0.488 0.859 0.622

For the total energy, the calculation gives -2944.75456 Ha. The total charge is +1. The energy above the lowest of the compared OMol25 structures with the same formula, charge and spin comes out at 9.91 kcal/mol. The lowest unoccupied orbital energy is -3.49 eV. The highest occupied orbital energy is -9.7 eV.